Entry 1:
14
Properties=species:S:1:pos:R:3:lowdin_charge:R:1 method="wB97M-V/def2-TZVPD" lumo_ev=0.9 e_above_lowest_kj_mol=141.49 orbital_gap_ha=0.3732 smiles="CC1(C)N=C1N" e_homo_ev=-9.3
C -0.65 1.39 -0.60 -0.049
C 0.11 0.33 0.17 -0.476
C 1.62 0.41 0.09 -0.051
N -0.56 -0.09 1.49 0.215
C -0.55 -0.90 0.52 -0.415
N -1.09 -2.08 0.09 0.133
H -1.73 1.20 -0.55 0.077
H -0.36 1.40 -1.66 0.076
H -0.46 2.39 -0.19 0.080
H 1.93 0.38 -0.96 0.077
H 2.09 -0.44 0.60 0.076
H 2.01 1.33 0.53 0.078
H -0.41 -2.82 -0.05 0.091
H -1.85 -2.41 0.66 0.088

---

Entry 2:
14
Properties=species:S:1:pos:R:3:lowdin_charge:R:1 method="wB97M-V/def2-TZVPD" lumo_ev=0.9 e_above_lowest_kj_mol=309.18 orbital_gap_ha=0.3382 e_homo_ev=-8.3
N 2.07 0.55 0.64 -0.023
C 1.52 0.24 -0.68 -0.270
C 0.40 -0.65 -0.25 -0.078
C -0.80 -0.18 0.08 -0.318
C -2.09 0.22 -0.42 -0.110
N -1.93 -0.72 0.74 0.035
H 2.38 -0.32 1.04 0.063
H 1.26 0.87 1.18 0.070
H 2.29 -0.23 -1.30 0.108
H 1.20 1.18 -1.16 0.113
H 0.70 -1.62 0.14 0.115
H -2.35 -0.34 -1.31 0.105
H -2.59 1.16 -0.29 0.095
H -2.07 -0.16 1.59 0.097